Entry 1:
A molecular structure, C19H23Br45Cl4, computed with ωB97M-V/def2-TZVPD.

Output
- gap between HOMO and LUMO (Eh) = 0.348
- HOMO (Ha) = -0.36460
- lowest unoccupied orbital energy (hartree) = -0.017

Geometry (Å):
1 Cl 2.55 2.59 5.49
2 C 3.19 1.84 3.95
3 C 3.07 0.34 4.01
4 Cl 4.35 -0.44 4.95
5 H 4.24 2.20 3.76
6 H 2.63 2.31 3.09
7 H 3.26 -0.11 3.02
8 H 2.06 0.03 4.42
9 Cl -3.03 -0.17 0.31
10 C -4.33 -1.41 0.50
11 C -5.66 -0.79 0.88
12 Cl -6.35 0.06 -0.53
13 H -3.98 -2.14 1.28
14 H -4.42 -1.91 -0.43
15 H -5.61 -0.07 1.69
16 H -6.37 -1.60 1.02
17 C -3.93 -3.25 4.16
18 Br -3.44 -4.98 4.80
19 Br -3.32 -1.79 5.31
20 Br -5.81 -3.17 3.69
21 H -3.37 -3.09 3.21
22 C 6.51 2.94 -2.73
23 Br 6.95 2.72 -4.52
24 Br 4.69 3.03 -2.19
25 Br 7.50 4.33 -1.88
26 H 6.92 2.09 -2.24
27 C 5.09 -1.17 -2.91
28 Br 4.63 -0.05 -4.38
29 Br 6.97 -0.99 -2.37
30 Br 4.57 -3.03 -3.05
31 H 4.51 -0.78 -2.09
32 C -2.86 -5.25 -0.35
33 Br -2.60 -6.81 0.79
34 Br -1.79 -3.77 0.33
35 Br -4.66 -4.88 -0.69
36 H -2.48 -5.47 -1.31
37 C 4.98 -3.14 1.93
38 Br 5.56 -4.57 0.88
39 Br 3.33 -2.35 1.31
40 Br 6.28 -1.71 2.15
41 H 4.82 -3.48 2.93
42 C -1.26 2.02 4.84
43 Br -0.86 3.93 4.55
44 Br -0.68 1.50 6.55
45 Br -0.55 1.02 3.34
46 H -2.29 1.93 4.75
47 C -3.04 -2.05 -4.94
48 Br -2.17 -3.60 -4.52
49 Br -1.89 -0.67 -5.63
50 Br -3.99 -1.40 -3.31
51 H -3.76 -2.23 -5.73
52 C -4.89 3.21 0.63
53 Br -6.28 2.87 1.96
54 Br -3.21 3.33 1.56
55 Br -5.33 4.80 -0.36
56 H -4.84 2.34 -0.04
57 C -4.83 2.66 -4.18
58 Br -6.53 1.91 -3.73
59 Br -4.37 2.24 -5.97
60 Br -3.49 2.41 -2.85
61 H -4.99 3.76 -4.19
62 C 0.87 -0.31 -1.05
63 Br 2.56 0.60 -0.93
64 Br 0.27 -0.75 0.71
65 Br 0.84 -1.78 -2.18
66 H 0.18 0.41 -1.48
67 C 2.21 2.93 -5.21
68 Br 1.00 1.54 -4.47
69 Br 1.53 4.73 -5.39
70 Br 2.90 2.23 -6.91
71 H 3.07 3.00 -4.51
72 C 1.76 5.72 1.84
73 Br 1.95 3.97 0.96
74 Br 2.75 6.05 3.40
75 Br -0.12 5.97 2.12
76 H 2.08 6.47 1.09
77 C -0.56 5.69 -1.77
78 Br -1.70 6.43 -3.11
79 Br 0.99 6.81 -1.47
80 Br -0.05 3.82 -2.07
81 H -1.05 5.87 -0.84
82 C 1.03 -4.05 4.34
83 Br 0.13 -2.38 4.22
84 Br 2.91 -4.01 4.78
85 Br 0.70 -5.14 2.84
86 H 0.59 -4.41 5.23
87 C 1.60 -6.36 -2.16
88 Br 1.94 -5.27 -0.66
89 Br 1.26 -5.29 -3.76
90 Br 0.39 -7.78 -2.05
91 H 2.56 -6.79 -2.46

Entry 2:
3 unconnected molecules or ions with the total composition C12H16ClN3O, computed with ωB97M-V/def2-TZVPD.

Output
- gap between HOMO and LUMO (Eh) = 0.307
- HOMO (Ha) = -0.28963
- SMILES = O=C1NCC[C@H]1Cl.c1cc[nH]c1.c1cc[nH]c1
- lowest unoccupied orbital energy (hartree) = 0.017

Geometry (Å):
1 O 2.46 -0.38 -1.55
2 C 2.02 -1.47 -1.86
3 N 2.75 -2.62 -2.05
4 C 1.92 -3.82 -2.04
5 C 0.46 -3.31 -1.95
6 C 0.55 -1.80 -2.12
7 Cl -0.48 -0.88 -1.01
8 H 3.60 -2.60 -1.51
9 H 2.08 -4.39 -2.95
10 H 2.18 -4.46 -1.20
11 H 0.03 -3.55 -0.99
12 H -0.17 -3.75 -2.72
13 H 0.26 -1.47 -3.12
14 C 3.38 1.93 2.67
15 C 2.15 2.64 2.62
16 C 1.43 2.12 1.58
17 N 2.17 1.14 1.00
18 C 3.36 1.02 1.65
19 H 4.20 2.08 3.36
20 H 1.84 3.43 3.28
21 H 0.45 2.38 1.20
22 H 1.89 0.59 0.19
23 H 4.10 0.30 1.32
24 C -5.33 2.13 0.33
25 C -4.51 1.29 -0.48
26 C -3.38 1.02 0.25
27 N -3.48 1.66 1.45
28 C -4.67 2.34 1.51
29 H -6.29 2.54 0.06
30 H -4.72 0.93 -1.47
31 H -2.51 0.42 0.00
32 H -2.79 1.63 2.18
33 H -4.94 2.91 2.38

Entry 3:
A molecular structure, C17H40FeNO2P2, computed with ωB97M-V/def2-TZVPD.

Output
- net charge = +2
- gap between HOMO and LUMO (alpha / beta) (Eh) = 0.272 / 0.285
- HOMO (alpha / beta) (Ha) = -0.52589 / -0.60423
- multiplicity = 6
- lowest unoccupied orbital energy (alpha / beta) (hartree) = -0.254 / -0.319

Geometry (Å):
1 Fe -0.08 0.04 -0.77
2 P 0.11 -2.23 -0.34
3 P 0.11 2.24 -0.06
4 N 1.78 0.04 -0.73
5 C 1.77 -2.35 -1.17
6 H 2.30 -3.29 -0.94
7 H 1.59 -2.30 -2.25
8 C 2.60 -1.16 -0.73
9 H 3.00 -1.30 0.30
10 H 3.50 -1.07 -1.37
11 C 2.60 1.24 -0.58
12 H 3.50 1.23 -1.23
13 H 3.02 1.24 0.45
14 C 1.77 2.48 -0.87
15 H 1.58 2.56 -1.95
16 H 2.29 3.38 -0.52
17 C 0.37 3.09 1.60
18 C -0.76 2.76 2.58
19 H -0.45 3.12 3.58
20 H -0.98 1.69 2.67
21 H -1.69 3.28 2.31
22 C -1.05 3.22 -1.11
23 C -2.44 3.32 -0.45
24 H -3.16 3.66 -1.21
25 H -2.44 4.05 0.38
26 H -2.78 2.35 -0.07
27 C -1.05 -3.06 -1.51
28 C -2.43 -3.25 -0.86
29 H -3.15 -3.49 -1.66
30 H -2.78 -2.33 -0.37
31 H -2.43 -4.07 -0.13
32 C 0.37 -3.28 1.20
33 C -0.76 -3.08 2.22
34 H -0.45 -3.55 3.16
35 H -1.69 -3.56 1.88
36 H -0.96 -2.03 2.43
37 C -1.71 -0.02 0.30
38 C -0.55 4.58 -1.62
39 H -0.51 5.32 -0.81
40 H 0.44 4.50 -2.08
41 H -1.25 4.94 -2.39
42 C -0.55 -4.35 -2.18
43 H -1.26 -4.61 -2.98
44 H 0.44 -4.21 -2.63
45 H -0.51 -5.18 -1.47
46 C 0.64 -4.77 0.96
47 H 0.98 -5.20 1.91
48 H -0.28 -5.30 0.65
49 H 1.43 -4.94 0.21
50 C 0.63 4.60 1.54
51 H -0.28 5.17 1.31
52 H 0.98 4.92 2.54
53 H 1.43 4.86 0.83
54 H 1.31 2.64 1.98
55 H 1.29 -2.84 1.64
56 H -1.15 2.55 -2.00
57 H -1.15 -2.29 -2.30
58 O -2.62 -0.07 1.06
59 H -0.38 -0.08 -3.00
60 H -1.05 0.08 -2.68
61 O 1.08 -0.37 2.35
62 H 0.25 0.02 2.74
63 H 1.58 0.45 2.22

Entry 4:
A single C5H13NO molecule, computed with ωB97M-V/def2-TZVPD.

Output
- gap between HOMO and LUMO (Eh) = 0.385
- HOMO (Ha) = -0.34966
- SMILES = CC(C)[C@H](N)CO
- lowest unoccupied orbital energy (hartree) = 0.035

Geometry (Å):
1 C 1.45 0.42 -0.99
2 C 0.33 -0.58 -0.64
3 C 0.76 -1.75 0.23
4 C -0.90 0.08 -0.01
5 N -1.68 0.92 -0.99
6 C -0.57 0.93 1.24
7 O -1.27 0.54 2.39
8 H 1.62 0.48 -2.07
9 H 2.40 0.13 -0.54
10 H 1.23 1.46 -0.72
11 H -0.01 -0.88 -1.64
12 H 0.07 -2.57 0.26
13 H 0.93 -1.37 1.25
14 H 1.80 -2.07 0.05
15 H -1.62 -0.67 0.32
16 H -1.33 1.87 -0.88
17 H -1.44 0.56 -1.91
18 H 0.51 0.86 1.44
19 H -0.70 1.98 1.00
20 H -1.58 -0.34 2.21